Below is 2 unconnected molecules or ions with the total composition C3H11N3O, with properties calculated with ωB97M-V with the def2-TZVPD basis set.

Last column: natural (NBO) charge in e.
Element x y z (Å)
1 C 0.253 -0.515 -2.528  -0.24
2 O 0.485 -1.134 -1.292  -0.78
3 H -0.221 -0.828 -0.592  0.49
4 H 0.110 0.569 -2.428  0.15
5 H 1.126 -0.687 -3.159  0.18
6 H -0.626 -0.932 -3.034  0.16
7 C -0.031 0.746 1.121  0.35
8 N 1.338 0.528 1.043  -0.84
9 N -0.439 2.077 1.155  -0.81
10 N -0.638 -1.575 1.637  -0.83
11 C -0.921 -0.290 1.088  -0.28
12 H 1.885 1.369 0.934  0.38
13 H 1.581 -0.200 0.363  0.41
14 H -1.440 2.205 1.172  0.39
15 H 0.033 2.704 0.515  0.37
16 H -0.835 -2.326 0.985  0.36
17 H 0.320 -1.656 1.951  0.37
18 H -1.978 -0.055 1.069  0.19

Calculated values
Highest occupied orbital energy in eV: -7.24
Multiplicity: 1
SMILES: NC=C(N)N.CO
ΔE to the lowest compared entry with this formula, charge and spin in kJ/mol: 169.0
Total energy in eV: -9806.24931
LUMO level in Eh: 0.0290
HOMO-LUMO gap in eV: 8.0

Below is 2 unconnected molecules or ions with the total composition C3H11N3O, with properties calculated with ωB97M-V with the def2-TZVPD basis set.

Last column: natural (NBO) charge in e.
Element x y z (Å)
1 C 1.220 -0.167 -1.702  -0.67
2 C 1.329 0.724 0.668  -0.21
3 C 1.026 -0.360 -0.235  0.05
4 O 1.471 0.412 2.031  -0.74
5 H 0.603 0.053 2.292  0.49
6 H 2.103 1.419 0.339  0.20
7 H 1.059 -1.372 0.159  0.21
8 H 2.254 -0.399 -1.982  0.23
9 H 1.030 0.868 -1.990  0.22
10 H 0.552 -0.808 -2.277  0.22
11 N -0.998 0.143 0.120  -0.25
12 N -2.217 0.259 -0.584  -0.68
13 N -1.220 -0.402 1.424  -0.71
14 H 0.240 1.230 0.529  0.29
15 H -2.948 -0.429 -0.399  0.32
16 H -2.047 0.197 -1.587  0.35
17 H -1.407 -1.405 1.368  0.33
18 H -2.049 0.037 1.827  0.35

Calculated values
Highest occupied orbital energy (alpha / beta) in eV: -7.33 / -7.33
Multiplicity: 1
ΔE to the lowest compared entry with this formula, charge and spin in kJ/mol: 568.2
Total energy in eV: -9802.11257
LUMO level (alpha / beta) in Eh: 0.0319 / 0.0319
HOMO-LUMO gap (alpha / beta) in eV: 8.2 / 8.2

Below is 2 unconnected molecules or ions with the total composition C3H11N3O, with properties calculated with ωB97M-V with the def2-TZVPD basis set.

Last column: natural (NBO) charge in e.
Element x y z (Å)
1 C -1.314 0.623 1.151  -0.42
2 N -1.541 0.528 -0.275  -0.46
3 N -1.409 1.806 -0.881  -0.68
4 C 1.380 -0.436 -0.888  0.16
5 C 2.094 0.005 0.136  -0.58
6 H -1.294 1.671 -1.876  0.35
7 H -2.222 2.405 -0.729  0.32
8 H 1.174 0.162 -1.762  0.19
9 H -2.008 1.325 1.661  0.16
10 H -0.306 0.984 1.312  0.21
11 H -1.425 -0.365 1.593  0.19
12 H 2.291 -0.590 1.018  0.20
13 H 2.491 1.000 0.137  0.22
14 N 1.030 -2.605 -0.024  -0.50
15 O 0.827 -1.665 -1.053  -0.36
16 H -2.460 0.108 -0.445  0.33
17 H 0.660 -2.207 0.839  0.33
18 H 2.033 -2.749 0.086  0.34

Calculated values
Highest occupied orbital energy in eV: -8.94
Multiplicity: 1
SMILES: C=CON.CNN
ΔE to the lowest compared entry with this formula, charge and spin in kJ/mol: 437.5
Total energy in eV: -9803.46724
LUMO level in Eh: 0.0388
HOMO-LUMO gap in eV: 10.0

Below is 2 unconnected molecules or ions with the total composition C3H11N3O, with properties calculated with ωB97M-V with the def2-TZVPD basis set.

Last column: natural (NBO) charge in e.
Element x y z (Å)
1 C -1.649 2.474 -0.440  -0.44
2 N -1.554 1.178 -1.091  -0.36
3 O -0.864 0.219 -0.218  -0.61
4 H -1.798 -0.105 0.068  0.50
5 H -0.945 1.241 -1.903  0.33
6 H -0.689 2.835 -0.053  0.18
7 H -2.354 2.385 0.388  0.19
8 H -2.028 3.190 -1.167  0.20
9 C 2.190 -0.720 0.305  -0.42
10 N 1.311 -1.766 -0.169  -0.62
11 C 0.145 -2.063 0.476  0.30
12 N -0.245 -1.732 1.635  -0.73
13 H 1.310 -1.916 -1.168  0.38
14 H 0.379 -1.089 2.117  0.33
15 H -0.481 -2.763 -0.071  0.16
16 H 3.075 -0.685 -0.326  0.21
17 H 2.497 -0.941 1.328  0.20
18 H 1.699 0.259 0.292  0.20

Calculated values
Highest occupied orbital energy in eV: -8.79
Multiplicity: 1
SMILES: [H]/N=C\NC.CNO
ΔE to the lowest compared entry with this formula, charge and spin in kJ/mol: 323.7
Total energy in eV: -9804.64583
LUMO level in Eh: 0.0312
HOMO-LUMO gap in eV: 9.6